This record from the Open Molecules 2025 dataset describes an isolated molecule of C4H10N2 in a non-equilibrium geometry. The level of theory is wB97M-V/def2-TZVPD.

Last column: natural (NBO) charge in e.
Positions of all 16 atoms, in Å:
C  -0.1211  0.6989  -0.2891  0.110
C  -1.5217  1.1214  0.6144  -0.648
C  2.2026  0.2261  -0.0728  -0.423
C  -0.8370  -1.6444  -0.3367  -0.427
N  0.8834  0.0040  0.4026  -0.299
N  0.0928  -0.6028  -0.7133  -0.319
H  0.0467  1.6296  -0.9482  0.174
H  -2.3517  0.8230  0.0485  0.207
H  -1.3478  2.2026  0.9414  0.225
H  -1.5508  0.3765  1.3907  0.213
H  2.3156  0.5622  -1.0831  0.188
H  2.8264  0.9229  0.6367  0.197
H  2.7648  -0.6926  -0.0490  0.202
H  -0.7448  -1.8828  0.8417  0.202
H  -1.8630  -1.2621  -0.3945  0.189
H  -0.7943  -2.4825  -0.9892  0.209

Atoms 1-3, force components in eV/Å:
-4.06 4.12 1.28
4.44 -0.35 -0.64
2.89 0.94 1.61

Summary:
E_HOMO = -9.379 eV
HOMO-LUMO gap = 10.55 eV
DFT total energy = -7286.944 eV
SMILES = CC1N(C)N1C
Net charge = 0

---

This record from the Open Molecules 2025 dataset describes the ion C4H10N2O with charge -1. The level of theory is wB97M-V/def2-TZVPD.

Last column: natural (NBO) charge in e.
Positions of all 17 atoms, in Å:
C  -0.4522  -1.7774  0.0975  0.528
N  -0.8298  -0.4884  0.0878  -0.445
C  -2.0077  -0.0836  -0.6417  -0.493
C  -0.0376  0.5681  0.7384  -0.513
C  1.1369  1.0516  -0.0771  -0.600
N  2.2392  0.0769  -0.0405  -0.884
O  -1.0260  -2.7080  -0.4505  -0.677
H  0.4754  -1.9334  0.6687  0.116
H  -1.8089  0.6096  -1.4616  0.188
H  -2.4886  -0.9757  -1.0429  0.227
H  -2.7096  0.3988  0.0496  0.183
H  0.2373  0.1299  1.6993  0.196
H  -0.6912  1.4245  0.9301  0.188
H  1.4716  2.0046  0.3611  0.134
H  0.8491  1.2472  -1.1086  0.182
H  2.9804  0.3378  -0.6962  0.338
H  2.6617  0.1174  0.8868  0.331

Atoms 1-3, force components in eV/Å:
0.30 -0.13 0.22
-0.02 0.57 -0.47
-0.60 -0.21 0.21

Summary:
Multiplicity = 2
E_HOMO (alpha / beta) = 1.173 / -5.640 eV
HOMO-LUMO gap (alpha / beta) = 2.87 / 9.67 eV
DFT total energy = -9336.638 eV
Net charge = -1

---

This record from the Open Molecules 2025 dataset describes a cluster of 2 separate species, C4H10N2O in total in a non-equilibrium geometry. The level of theory is wB97M-V/def2-TZVPD.

Last column: natural (NBO) charge in e.
Positions of all 17 atoms, in Å:
C  0.3482  -0.1987  -0.7105  -0.064
C  1.6740  -0.7675  -0.1998  -0.420
C  1.9509  -0.3633  1.2448  -0.619
O  0.2541  1.2020  -0.6062  -0.732
H  0.2300  1.4415  0.3298  0.476
H  0.2374  -0.4275  -1.7755  0.172
H  -0.4761  -0.6763  -0.1620  0.159
H  2.4879  -0.4121  -0.8357  0.201
H  1.6288  -1.8572  -0.2840  0.202
H  2.8274  -0.8864  1.6219  0.217
H  1.1033  -0.6126  1.8818  0.205
H  2.1386  0.7040  1.3129  0.203
N  -2.8771  0.2226  -0.8419  -0.854
C  -2.7915  0.8018  0.3397  0.419
N  -2.6738  1.2467  1.3898  -0.397
H  -2.2579  0.5985  -1.5458  0.421
H  -3.8043  -0.0153  -1.1593  0.411

Atoms 1-3, force components in eV/Å:
0.25 -0.66 0.07
-0.17 0.24 -0.02
-0.03 -0.24 -0.23

Summary:
E_HOMO = -10.202 eV
HOMO-LUMO gap = 10.88 eV
DFT total energy = -9337.200 eV
SMILES = CCCO.N#CN
Net charge = 0

---

This record from the Open Molecules 2025 dataset describes a cluster of 2 separate species, C4H10N2O in total in a non-equilibrium geometry. The level of theory is wB97M-V/def2-TZVPD.

Last column: natural (NBO) charge in e.
Positions of all 17 atoms, in Å:
C  1.2735  1.6938  -2.0360  -0.243
C  -1.5423  0.1961  1.1473  -0.301
C  -0.8222  -2.1041  0.2411  -0.418
N  -0.9884  -1.1584  1.3112  -0.407
C  -0.1953  -0.0930  1.5999  0.462
O  0.8263  0.7027  -1.1435  -0.749
N  0.9099  0.3525  1.9637  -0.708
H  1.0932  0.9466  -0.2464  0.485
H  0.8359  2.6704  -1.8044  0.161
H  1.6246  -0.3558  2.1224  0.351
H  2.3648  1.7817  -2.0261  0.162
H  0.9528  1.3886  -3.0310  0.179
H  -2.3345  0.4555  1.8370  0.203
H  -1.6530  0.5907  0.1421  0.207
H  -0.0704  -2.8368  0.5341  0.207
H  -1.7710  -2.6151  0.0754  0.204
H  -0.5039  -1.6154  -0.6869  0.204

Atoms 1-3, force components in eV/Å:
0.07 0.17 -0.16
-0.42 0.50 -0.07
0.13 -0.20 -0.39

Summary:
E_HOMO = -9.251 eV
HOMO-LUMO gap = 10.26 eV
DFT total energy = -9335.496 eV
SMILES = [H]/N=C1/CN1C.CO
Net charge = 0